Arrangement 1

This record from OMol25 describes C3H3N3OS in the gas phase. The level of theory is ωB97M-V with the def2-TZVPD basis set.

E_HOMO: -7.92 eV
SMILES string: O=C=NN1NC=CS1
frontier orbital gap: 8.197 eV
lowest unoccupied orbital energy: 0.2755 eV

Structure (ORCA input):
```
! RIJCOSX wB97M-V def2-TZVPD def2/J DEFGRID3
* xyz 0 1
C 2.26636 0.36721 -0.91883
C -1.06926 -0.38229 0.97040
C -1.29510 0.91546 0.71653
N 1.45210 -0.48018 -1.09895
N -0.61625 -1.08349 -0.08590
N 0.03653 -0.42093 -1.12474
O 3.22644 1.01952 -1.04560
S -0.75912 1.21751 -0.90794
H -1.39678 -0.87477 1.94316
H -1.69393 1.63827 1.42024
H -0.15101 -1.91631 0.13163
*
```

---

Arrangement 2

This record from OMol25 describes C3H3N3OS in the gas phase. The level of theory is ωB97M-V with the def2-TZVPD basis set.

E_HOMO: -9.82 eV
SMILES string: c1nncscno1
frontier orbital gap: 10.063 eV
lowest unoccupied orbital energy: 0.2435 eV

Structure (ORCA input):
```
! RIJCOSX wB97M-V def2-TZVPD def2/J DEFGRID3
* xyz 0 1
C 0.54106 -1.57872 -0.07530
C -1.47227 0.35344 -0.29455
C 1.16239 1.21138 0.32683
H 0.99297 -2.53965 -0.32443
H -2.24799 -0.04366 -0.95791
H 1.95976 1.57931 0.96800
N -0.61044 -1.64366 0.47029
N -0.89174 1.44091 -0.59728
N 0.08707 1.87641 0.23649
O -1.15416 -0.38202 0.80696
S 1.63336 -0.27374 -0.55910
*
```

---

Arrangement 3

This record from OMol25 describes C3H3N3OS in the gas phase. The level of theory is ωB97M-V with the def2-TZVPD basis set.

E_HOMO: -9.13 eV
SMILES string: N#C[C@]1(O)N=CSN1
frontier orbital gap: 9.305 eV
lowest unoccupied orbital energy: 0.1740 eV

Structure (ORCA input):
```
! RIJCOSX wB97M-V def2-TZVPD def2/J DEFGRID3
* xyz 0 1
C -1.63848 -0.47346 -0.06801
C 1.45031 -0.11628 -1.17717
C -0.32229 0.19498 0.16658
N -2.59940 -1.09184 -0.17657
N 0.31782 0.43061 -1.10897
N 0.42219 -0.74514 0.92685
O -0.67744 1.40053 0.74453
S 2.02771 -0.80643 0.31900
H 2.07640 -0.04142 -1.95830
H 0.32863 -0.71166 1.93936
H -1.38545 1.96012 0.39270
*
```

---

Which structure is most stable? arrangement 3, by 0.0702 hartree over the runner-up.

---

Arrangement 1

This record from OMol25 describes C3H3N3OS in the gas phase. The level of theory is ωB97M-V with the def2-TZVPD basis set.

E_HOMO: -8.75 eV
SMILES string: C=Nn1ocnc1=S
frontier orbital gap: 8.214 eV
lowest unoccupied orbital energy: -0.5348 eV

Structure (ORCA input):
```
! RIJCOSX wB97M-V def2-TZVPD def2/J DEFGRID3
* xyz 0 1
C 2.10928 0.54550 -0.59981
C -2.10676 -0.77809 0.00086
C -0.45637 0.14008 0.97197
H 2.80458 0.70519 -1.46086
H 2.23536 0.71352 0.51118
H -2.96664 -1.28656 -0.32271
N 0.96410 0.09212 -1.03899
N -0.03697 -0.18873 -0.25182
N -1.73373 -0.39903 1.18753
O -1.13506 -0.80304 -0.97450
S 0.32220 1.25904 1.97714
*
```

---

Arrangement 2

This record from OMol25 describes C3H3N3OS in the gas phase. The level of theory is ωB97M-V with the def2-TZVPD basis set.

E_HOMO: -9.46 eV
SMILES string: O=Cn1ncnc1S
frontier orbital gap: 9.806 eV
lowest unoccupied orbital energy: 0.3452 eV

Structure (ORCA input):
```
! RIJCOSX wB97M-V def2-TZVPD def2/J DEFGRID3
* xyz 0 1
C 0.29491 0.47477 -0.50111
C 1.24082 1.40372 1.15427
C -1.19680 -0.88287 1.04594
H 1.08315 -0.25627 -2.60972
H 1.99478 2.07722 1.68252
H -1.53550 -0.89325 2.11447
N 1.31176 1.32651 -0.27760
N 0.30899 0.75350 1.73266
N -0.42118 0.23967 0.71242
O -1.53861 -1.67282 0.29365
S 0.02099 -0.60979 -1.80646
*
```

---

Which structure is most stable? arrangement 2, by 0.0924 hartree over the runner-up.

---

Arrangement 1

This record from OMol25 describes a gas-phase ion, C4H7N2 (charge +1). The level of theory is ωB97M-V with the def2-TZVPD basis set.

⟨S²⟩: 2.0109
E_HOMO (spin up / spin down): -10.98 / -15.63 eV
frontier orbital gap (spin up / spin down): 6.486 / 7.348 eV
lowest unoccupied orbital energy (spin up / spin down): -4.4986 / -8.2797 eV

Structure (ORCA input):
```
! RIJCOSX wB97M-V def2-TZVPD def2/J DEFGRID3
* xyz 1 3
C 0.33206 -1.13605 -0.78361
C 0.76400 0.35367 1.31621
C -0.47142 -1.97271 -1.67065
C -0.18240 1.49434 1.53485
N 0.84310 -0.58211 0.47268
N 0.55249 -1.03833 -2.03833
H 1.45727 0.36068 2.13819
H -0.22049 -3.01333 -1.63455
H -1.45020 -1.79579 -1.84448
H 0.59742 2.45286 1.53022
H -0.95164 1.72588 0.67027
H -0.84055 1.55134 2.47179
H 1.21941 -0.87359 -2.69160
*
```

---

Arrangement 2

This record from OMol25 describes a gas-phase ion, C4H7N2 (charge +1). The level of theory is ωB97M-V with the def2-TZVPD basis set.

⟨S²⟩: 2.0154
E_HOMO (spin up / spin down): -11.45 / -16.12 eV
frontier orbital gap (spin up / spin down): 7.438 / 9.050 eV
lowest unoccupied orbital energy (spin up / spin down): -4.0101 / -7.0745 eV

Structure (ORCA input):
```
! RIJCOSX wB97M-V def2-TZVPD def2/J DEFGRID3
* xyz 1 3
C 2.29907 0.77543 0.16837
C 0.92320 -1.01258 -0.28526
C 0.12421 0.17241 0.07237
C -1.25385 0.41071 0.25186
N 2.17088 -0.41921 -0.31699
N 0.90582 1.17110 0.28598
H 0.67937 -2.00703 0.22187
H 0.45724 -1.06258 -1.23478
H -1.56367 0.42133 1.33819
H -1.88635 -0.33391 -0.23472
H -1.42936 1.48768 -0.04521
H 3.01552 -0.87420 -0.55975
H 0.52662 2.05938 0.44768
*
```

---

Which structure is most stable? arrangement 2, by 0.1092 hartree over the runner-up.

---

Arrangement 1

This record from OMol25 describes 3 unconnected molecules or ions with the total composition CH7O3. The level of theory is ωB97M-V with the def2-TZVPD basis set.

E_HOMO: -3.45 eV
frontier orbital gap: 7.922 eV
lowest unoccupied orbital energy: 4.4710 eV

Structure (ORCA input):
```
! RIJCOSX wB97M-V def2-TZVPD def2/J DEFGRID3
* xyz -1 1
C 0.26508 0.80223 0.08094
O 0.14417 -0.53415 -0.19887
H 0.88663 1.20981 -0.71206
H -0.77648 1.39632 0.05727
H 0.89397 0.94637 1.06413
H -2.52937 -0.07412 -0.83333
H -1.26076 -0.10803 -1.72507
O -2.18365 0.23238 -1.73974
H 1.37774 -1.60700 2.05582
H 1.20929 -1.05762 0.58183
O 1.97338 -1.20618 1.36907
*
```

---

Arrangement 2

This record from OMol25 describes 3 unconnected molecules or ions with the total composition CH7O3. The level of theory is ωB97M-V with the def2-TZVPD basis set.

E_HOMO: -3.20 eV
frontier orbital gap: 7.733 eV
lowest unoccupied orbital energy: 4.5276 eV

Structure (ORCA input):
```
! RIJCOSX wB97M-V def2-TZVPD def2/J DEFGRID3
* xyz -1 1
C 0.46520 -0.94948 1.12697
O 0.28558 0.06000 0.20298
H 0.51042 -0.66914 2.20414
H 1.47031 -1.41655 0.94088
H -0.29828 -1.72165 0.94029
H -1.47200 -0.04455 -0.43216
H -1.83359 -0.68412 -1.73804
O -2.24974 -0.34257 -0.96108
H 1.72178 1.62415 -0.91997
H 0.34531 1.81139 -0.46575
O 1.05501 2.33251 -0.89826
*
```

---

Arrangement 3

This record from OMol25 describes 3 unconnected molecules or ions with the total composition CH7O3. The level of theory is ωB97M-V with the def2-TZVPD basis set.

E_HOMO: -3.97 eV
frontier orbital gap: 8.424 eV
lowest unoccupied orbital energy: 4.4495 eV

Structure (ORCA input):
```
! RIJCOSX wB97M-V def2-TZVPD def2/J DEFGRID3
* xyz -1 1
C 0.91713 -0.52010 1.07057
O 0.02313 0.22075 0.34190
H 0.47427 -0.87472 2.02171
H 1.26247 -1.39765 0.50527
H 1.82339 0.01821 1.41958
H -1.24487 -0.49187 0.02305
H -2.16539 -0.68664 -1.13519
O -2.06091 -1.05460 -0.23537
H 0.82015 1.65381 -2.00112
H 0.06148 1.22484 -0.60065
O 0.08913 1.90797 -1.40975
*
```

---

Which structure is most stable? arrangement 3, by 0.0078 hartree over the runner-up.

---

Arrangement 1

This record from OMol25 describes a gas-phase ion, C5H9N3 (charge +2). The level of theory is ωB97M-V with the def2-TZVPD basis set.

E_HOMO: -19.39 eV
SMILES string: CC#[N+]C(N)=[N+]1CC1
frontier orbital gap: 9.608 eV
lowest unoccupied orbital energy: -9.7854 eV

Structure (ORCA input):
```
! RIJCOSX wB97M-V def2-TZVPD def2/J DEFGRID3
* xyz 2 1
C 0.59487 1.85242 0.68974
C -0.32267 -0.02438 -0.34929
C 1.37093 2.94707 0.68641
C -0.63221 -2.63660 -0.38648
C -0.70240 -2.30658 1.00072
N 0.06197 0.82292 0.67363
N -0.40003 0.43367 -1.61035
N -0.57860 -1.24300 -0.00043
H 0.92472 3.38002 -0.24955
H 1.23103 3.70528 1.33890
H 2.44472 2.70485 0.60771
H 0.42020 -3.02341 -0.63874
H -1.54465 -3.03392 -0.87616
H -1.71011 -2.30257 1.44264
H -0.00524 -2.49545 1.87048
H -0.50592 -0.15030 -2.39365
H -0.64660 1.36999 -1.80558
*
```

---

Arrangement 2

This record from OMol25 describes a gas-phase ion, C5H9N3 (charge +2). The level of theory is ωB97M-V with the def2-TZVPD basis set.

E_HOMO: -19.61 eV
frontier orbital gap: 8.674 eV
lowest unoccupied orbital energy: -10.9346 eV

Structure (ORCA input):
```
! RIJCOSX wB97M-V def2-TZVPD def2/J DEFGRID3
* xyz 2 1
C -0.39525 1.89650 0.00898
C 0.45761 0.67512 0.02257
C -1.61379 -0.39287 0.00647
C -2.78744 -1.12847 -0.00860
C 2.69321 -0.37758 -0.01839
N -1.62767 1.79113 -0.02290
N -0.32097 -0.48301 0.03678
N 1.74560 0.68953 -0.00044
H 0.06936 2.88394 0.01964
H -3.35970 -0.88866 -0.92842
H -3.49009 -0.74180 0.75515
H -2.66984 -2.21547 0.08916
H 2.25845 -1.35903 -0.19399
H 3.45210 -0.17560 -0.78326
H 3.24090 -0.39761 0.93310
H 0.15788 -1.39113 0.08012
H 2.18963 1.61502 0.00401
*
```

---

Which structure is most stable? arrangement 1, by 0.0193 hartree over the runner-up.

---

Arrangement 1

This record from OMol25 describes 2 unconnected molecules or ions with the total composition C10H16O. The level of theory is ωB97M-V with the def2-TZVPD basis set.

⟨S²⟩: 0.7660
E_HOMO (spin up / spin down): -14.00 / -14.44 eV
frontier orbital gap (spin up / spin down): 10.105 / 6.960 eV
lowest unoccupied orbital energy (spin up / spin down): -3.8979 / -7.4837 eV

Structure (ORCA input):
```
! RIJCOSX wB97M-V def2-TZVPD def2/J DEFGRID3
* xyz 1 2
C 1.73286 2.69562 -1.35156
C 2.54746 3.91888 -1.92077
H 1.20351 3.03065 -0.46806
H 1.05806 2.33678 -2.12605
H 2.51545 1.95261 -1.21830
H 3.08442 4.34983 -1.07953
H 3.28482 3.45485 -2.57604
H 1.94037 4.67930 -2.40042
C -2.17919 -2.17806 -0.55982
C -3.52412 -2.02769 0.20352
C -1.07805 -1.59554 0.25022
C -0.32704 -2.44739 1.14224
C -0.80506 -0.24071 0.18321
C 0.72520 -1.96376 1.84764
C 0.26988 0.28925 0.86494
C 1.11279 -0.60846 1.57582
O 2.05238 0.05772 2.24834
H -2.00539 -3.19141 -0.93221
H -2.20420 -1.64255 -1.51683
H -3.97818 -1.09026 -0.09132
H -0.63871 -3.45958 1.33941
H -1.58657 0.32429 -0.31550
H 1.20222 -2.52043 2.63945
H 0.34691 1.35588 0.71522
H 2.92717 -0.40073 2.33562
H -3.43414 -2.25776 1.25925
H -4.24283 -2.82135 -0.04845
*
```

---

Arrangement 2

This record from OMol25 describes 2 unconnected molecules or ions with the total composition C10H16O. The level of theory is ωB97M-V with the def2-TZVPD basis set.

⟨S²⟩: 0.7665
E_HOMO (spin up / spin down): -14.09 / -14.15 eV
frontier orbital gap (spin up / spin down): 10.312 / 6.608 eV
lowest unoccupied orbital energy (spin up / spin down): -3.7749 / -7.5424 eV

Structure (ORCA input):
```
! RIJCOSX wB97M-V def2-TZVPD def2/J DEFGRID3
* xyz 1 2
C -3.23973 -2.21291 -2.83376
C -2.00743 -2.56423 -2.01757
H -3.56300 -1.16113 -2.85461
H -3.06929 -2.48956 -3.87107
H -4.14498 -2.68287 -2.40152
H -1.71271 -3.57671 -2.25291
H -2.07132 -2.33629 -0.95285
H -1.25146 -1.80404 -2.24864
C -1.40144 1.31789 1.69434
C -1.32192 2.84411 1.67622
C -0.11000 0.71904 1.23228
C 1.14873 1.05798 1.73611
C -0.14614 -0.21518 0.14802
C 2.26390 0.73297 0.99916
C 0.94457 -0.67148 -0.53602
C 2.19008 -0.15081 -0.12689
O 3.17925 -0.40317 -0.96492
H -1.76627 0.84107 2.60561
H -2.20093 1.04786 0.97879
H -0.43544 3.17908 1.12378
H 1.24498 1.68058 2.61838
H -1.11323 -0.62465 -0.11812
H 3.19259 1.24319 1.20824
H 0.88714 -1.41661 -1.31550
H 4.04685 -0.45076 -0.53940
H -1.20923 3.30969 2.65091
H -2.14015 3.32862 1.15992
*
```

---

Which structure is most stable? arrangement 2, by 0.0089 hartree over the runner-up.

---

Arrangement 1

This record from OMol25 describes C4H8OS in the gas phase. The level of theory is ωB97M-V with the def2-TZVPD basis set.

E_HOMO: -8.54 eV
SMILES string: C=CSCOC
frontier orbital gap: 9.353 eV
lowest unoccupied orbital energy: 0.8181 eV

Structure (ORCA input):
```
! RIJCOSX wB97M-V def2-TZVPD def2/J DEFGRID3
* xyz 0 1
C -2.32442 0.30548 -0.23589
C -0.44002 -1.01798 0.34973
C 1.70118 0.27025 -0.54215
C 2.89924 0.56152 -0.02614
H -2.53984 1.57761 -0.56868
H -3.36084 -0.33187 -0.70775
H -2.27124 0.13997 0.99506
H -0.98095 -1.90186 0.73504
H -0.34997 -0.44017 1.32520
H 0.84500 0.98773 -0.80990
H 3.21794 1.59150 0.10781
H 3.52804 -0.15388 0.58071
O -1.02760 -0.22282 -0.69084
S 1.10347 -1.36548 -0.51221
*
```

---

Arrangement 2

This record from OMol25 describes C4H8OS in the gas phase. The level of theory is ωB97M-V with the def2-TZVPD basis set.

E_HOMO: -9.13 eV
SMILES string: C[C@@H](S)[C@@H]1CO1
frontier orbital gap: 9.996 eV
lowest unoccupied orbital energy: 0.8664 eV

Structure (ORCA input):
```
! RIJCOSX wB97M-V def2-TZVPD def2/J DEFGRID3
* xyz 0 1
C 0.95450 1.78644 0.05620
C 0.33434 0.43099 -0.33680
C -0.92613 0.00343 0.48925
C -1.88694 -0.90276 -0.08802
H 1.28859 1.65639 1.12042
H 1.81340 2.08022 -0.56810
H 0.08142 2.46944 0.05598
H 0.03812 0.35760 -1.42641
H 1.29252 -1.40152 1.10402
H -0.77322 0.20351 1.52694
H -2.57528 -1.44828 0.59183
H -1.74515 -1.41855 -0.99256
O -2.12072 0.47157 -0.15905
S 1.66817 -0.88624 -0.05397
*
```

---

Which structure is most stable? arrangement 2, by 0.0819 hartree over the runner-up.